Entry 1:
C55H68FeN6O2S2SbSeSi | ωB97M-V with the def2-TZVPD basis set

Geometry as ORCA input:
```
! wB97M-V def2-TZVPD RIJCOSX def2/J DEFGRID3
* xyz 0 6
Fe 0.02755 -0.09650 -0.09689
N -2.84313 -2.20989 -3.10111
C -1.98352 -1.88284 -2.10142
S -0.58891 -0.96086 -2.50112
N -2.26900 -2.35414 -0.91386
N -1.34836 -1.95208 0.02940
C -1.28703 -2.68015 1.07792
C -0.37572 -2.28854 2.16767
C -0.29252 -3.06558 3.30870
C 0.57737 -2.67669 4.31783
C 1.32276 -1.52705 4.13533
C 1.17405 -0.80777 2.95655
N 0.34132 -1.16917 1.98595
H -2.80467 -1.64854 -3.93628
H -3.74050 -2.57242 -2.82613
H -1.90504 -3.56975 1.17375
H -0.89577 -3.95869 3.38614
H 0.67385 -3.26587 5.21921
H 2.02110 -1.17350 4.87961
H 1.74882 0.08257 2.77046
C 4.65911 -4.31346 -1.51645
C 4.89362 -3.47644 -0.28788
C 6.00535 -3.74807 0.50508
C 6.27858 -3.02373 1.65662
C 5.43474 -1.99386 2.03467
C 4.32204 -1.70879 1.25345
C 4.03697 -2.43668 0.10055
Sb 2.21041 -1.93009 -0.91191
C 3.04961 -1.54803 -2.85530
C 2.43400 -2.03286 -4.00449
C 2.89224 -1.71288 -5.27527
C 3.98663 -0.87810 -5.41132
C 4.59566 -0.37124 -4.27412
C 4.14928 -0.68334 -2.99145
C 4.86017 -0.04437 -1.82639
C 1.43933 -3.96285 -0.65666
C 1.65571 -4.34608 0.67173
C 1.15054 -5.52442 1.19986
C 0.38928 -6.35445 0.39671
C 0.16093 -5.98875 -0.91931
C 0.67005 -4.81119 -1.46532
C 0.38718 -4.54769 -2.91763
H 5.53961 -4.91531 -1.73645
H 4.43960 -3.69758 -2.38895
H 3.81321 -4.98960 -1.37557
H 6.67317 -4.54862 0.20817
H 7.15177 -3.26343 2.24958
H 5.63677 -1.41007 2.92389
H 3.67269 -0.88842 1.53425
H 1.55968 -2.65440 -3.92469
H 2.39000 -2.11363 -6.14560
H 4.36387 -0.61768 -6.39170
H 5.44801 0.29104 -4.37444
H 5.56622 0.70403 -2.18518
H 5.41347 -0.77739 -1.23914
H 4.15511 0.44594 -1.14781
H 2.24489 -3.71569 1.32775
H 1.35632 -5.78500 2.22963
H -0.02413 -7.27529 0.78565
H -0.43366 -6.63477 -1.55344
H -0.39292 -5.21488 -3.27969
H 1.28002 -4.71901 -3.52167
H 0.05349 -3.52236 -3.08210
C 2.34291 2.79715 -4.91729
N 2.58266 3.34203 -3.59524
C 2.09402 2.85972 -2.43269
Se 0.93271 1.45116 -2.22393
N 2.59231 3.60645 -1.43164
C 3.40721 4.60589 -1.93995
C 4.12616 5.62074 -1.33218
C 4.83804 6.46678 -2.16781
C 4.82864 6.30238 -3.55704
C 4.10841 5.28373 -4.16117
C 3.40066 4.43902 -3.32239
H 1.67583 1.94390 -4.81934
H 3.28653 2.46745 -5.35032
H 1.88343 3.55733 -5.54818
H 2.39418 3.36862 -0.46235
H 4.12789 5.74844 -0.25968
H 5.41166 7.27387 -1.73569
H 5.39507 6.98606 -4.17353
H 4.09928 5.15678 -5.23442
O 6.39485 4.21290 5.30387
C 5.11755 3.78699 5.46514
O 4.56554 3.95821 6.51674
C 4.47203 3.13369 4.28915
C 5.16475 2.68725 3.16431
C 4.49671 2.10977 2.10271
C 3.09863 1.96518 2.11311
S 2.34136 1.30994 0.66857
C 2.41930 2.39603 3.25939
C 3.09312 2.96508 4.32563
H 6.68023 4.06006 4.39416
H 6.24700 2.74419 3.10460
H 5.05194 1.74929 1.24595
H 1.34265 2.30499 3.30819
H 2.55625 3.29686 5.20379
C -0.95828 4.32741 -0.60397
C -1.30291 3.66542 0.73863
C -0.01435 3.71233 1.57010
C -2.29823 4.59745 1.45746
Si -1.96213 1.84831 0.46931
C -2.83708 1.29901 2.12446
C -3.16580 -0.20528 2.16841
C -1.90007 1.56376 3.31251
C -4.15748 2.03774 2.41232
C -3.31184 1.93966 -0.93165
C -4.19040 0.68050 -0.91228
C -2.70395 2.03063 -2.34080
C -4.26917 3.13682 -0.79621
H -0.47464 5.28930 -0.40123
H -1.83382 4.53269 -1.21537
H -0.27315 3.72128 -1.19756
H 0.27783 4.75914 1.70915
H 0.80639 3.19068 1.07869
H -0.13561 3.28141 2.55826
H -1.89432 5.61328 1.40183
H -2.39438 4.35652 2.51628
H -3.29553 4.62345 1.01827
H -2.29550 -0.77803 2.48095
H -3.52227 -0.61819 1.23018
H -3.93978 -0.38093 2.92141
H -0.89842 1.15295 3.15061
H -2.31062 1.08900 4.21004
H -1.79726 2.62486 3.53042
H -4.95622 1.72453 1.74110
H -4.08255 3.12520 2.36733
H -4.47481 1.77425 3.42634
H -3.61411 -0.24231 -0.92004
H -4.82703 0.68197 -1.80390
H -4.85224 0.64828 -0.04766
H -2.10824 1.15812 -2.59723
H -2.07041 2.90310 -2.47502
H -3.52391 2.10112 -3.06427
H -4.75547 3.20494 0.17682
H -5.05957 3.01309 -1.54358
H -3.78566 4.09019 -1.00313
*
```

Summary:
* lowest unoccupied orbital energy (alpha / beta): -0.01745 / -0.04365 Ha
* Kohn-Sham gap (alpha / beta): 6.5 / 5.9 eV
* HOMO level (alpha / beta): -7.0 / -7.1 eV

---

Entry 2:
C14H28F6IO6Zn | ωB97M-V with the def2-TZVPD basis set

Geometry as ORCA input:
```
! wB97M-V def2-TZVPD RIJCOSX def2/J DEFGRID3
* xyz -1 1
Zn -0.75473 0.46227 -0.65088
I -2.92284 -0.37832 -1.95370
C 0.66149 -1.09431 1.70604
O 1.87990 -0.63343 1.12892
O -0.36533 -0.63263 0.97022
C 0.69979 -2.62842 1.78266
F -0.31240 -3.12918 2.51548
F 0.63850 -3.19379 0.55361
F 1.85855 -3.04374 2.35840
C 2.92775 -0.33921 2.04829
C 4.26653 -0.73354 1.40849
H 4.22912 -1.73530 0.98065
H 4.47881 -0.09925 0.54167
H 5.05063 -0.64020 2.15886
H 2.91364 -0.96818 2.94234
H 2.83683 0.72519 2.25919
H 0.58495 -0.66448 2.71530
C -0.54099 3.13697 -0.51688
O -0.40804 2.26027 -1.66677
O -1.18064 2.39272 0.37446
C 0.84637 3.73578 -0.16419
F 1.82470 2.81200 -0.15093
F 1.22795 4.67500 -1.04964
F 0.79789 4.31209 1.03530
C -0.24680 2.74104 -2.97680
C -1.47943 3.36866 -3.60364
H -2.29215 2.64454 -3.67818
H -1.84504 4.21773 -3.02296
H -1.26933 3.71251 -4.61790
H 0.01690 1.87114 -3.59002
H 0.63027 3.38705 -3.10350
H -1.16012 3.98715 -0.84774
C -3.80799 -1.61778 1.95628
C -3.49053 -0.37097 2.78864
C -3.00401 -0.73907 4.18047
O -2.63657 0.52728 2.10730
H -4.27480 -1.35138 1.00767
H -4.51746 -2.25228 2.49682
H -2.91503 -2.19674 1.71250
H -4.41689 0.19900 2.93226
H -2.83055 0.13161 4.80789
H -2.13706 -1.40453 4.13382
H -3.81608 -1.34076 4.60712
H -1.81272 0.02802 1.91206
C 0.62029 -1.82289 -3.62493
C 0.97293 -1.59209 -2.17107
C 2.33981 -2.17050 -1.78183
O 0.86184 -0.19074 -1.88592
H -0.44757 -1.66119 -3.78623
H 0.81285 -2.83807 -3.98396
H 1.18158 -1.16077 -4.29376
H 0.24417 -2.11270 -1.54830
H 2.75443 -1.62258 -0.93811
H 3.00361 -2.04184 -2.64271
H 2.18756 -3.20359 -1.48079
H 1.53550 0.27646 -2.39140
*
```

Summary:
* lowest unoccupied orbital energy: 0.09384 Ha
* relative energy (zero: lowest compared OMol25 entry of this formula, charge and spin): 0.00 kJ/mol
* Kohn-Sham gap: 7.8 eV
* HOMO level: -5.2 eV

---

Entry 3:
C5H3NO3S2 | ωB97M-V with the def2-TZVPD basis set

Geometry as ORCA input:
```
! wB97M-V def2-TZVPD RIJCOSX def2/J DEFGRID3
* xyz -2 1
C 0.23812 -0.93395 -0.55400
C 0.36512 -0.48561 -1.82210
C 0.57383 0.65207 1.41193
C 0.35367 -0.14773 0.55477
C -0.25288 -0.56494 3.65370
N -0.90958 0.24404 4.22203
O 0.11124 2.31388 5.39976
O 0.26529 -1.52573 3.17470
O -2.25725 2.43846 4.60903
S 0.95047 0.96365 -2.49445
S -0.85734 2.10251 4.24524
H -0.08668 -1.94406 -0.26145
H 0.16523 -1.20025 -2.78470
H 0.32247 1.11784 2.32241
*
```

Summary:
* lowest unoccupied orbital energy: 0.20783 Ha
* relative energy (zero: lowest compared OMol25 entry of this formula, charge and spin): 0.00 kJ/mol
* Kohn-Sham gap: 6.1 eV
* HOMO level: -0.4 eV

---

Entry 4:
C5H8P2 | ωB97M-V with the def2-TZVPD basis set

Geometry as ORCA input:
```
! wB97M-V def2-TZVPD RIJCOSX def2/J DEFGRID3
* xyz 0 1
C 2.06110 -1.05908 0.24741
C 1.65001 0.06774 0.25336
C -0.85135 0.74058 0.15479
C 2.62499 -2.38280 0.40682
C -2.08232 1.51770 0.30641
P 0.93564 1.67857 0.28494
P -3.03449 1.57452 -1.34129
H -0.65055 -0.29173 0.37247
H 2.89948 -2.86001 -0.54659
H 1.91020 -3.04953 0.89884
H 3.49908 -2.42042 1.02530
H -2.00676 2.49533 0.61672
H -2.56573 1.04405 1.14604
H -2.24188 0.43574 -1.82425
H -2.14743 2.50933 -2.00097
*
```

Summary:
* lowest unoccupied orbital energy (alpha / beta): -0.00610 / -0.02594 Ha
* relative energy (zero: lowest compared OMol25 entry of this formula, charge and spin): 325.63 kJ/mol
* Kohn-Sham gap (alpha / beta): 7.6 / 7.1 eV
* structure (SMILES): CC#C/P=C/CP
* HOMO level (alpha / beta): -7.7 / -7.8 eV

---

Entry 5:
C2H6N2O2 | ωB97M-V with the def2-TZVPD basis set

Geometry as ORCA input:
```
! wB97M-V def2-TZVPD RIJCOSX def2/J DEFGRID3
* xyz 0 1
C 0.27223 -0.40095 0.50218
C 1.08709 0.26517 -0.55550
N -1.78607 0.72581 -0.19896
N -1.03211 -0.12507 0.61847
O 0.75547 -1.14112 1.43097
O 1.57640 -2.06723 0.62883
H -1.76024 0.40536 -1.16310
H -1.55375 -0.61824 1.33203
H -1.43652 1.67794 -0.14402
H 0.98991 1.35403 -0.47716
H 2.12512 -0.03204 -0.42108
H 0.76245 -0.04365 -1.55265
*
```

Summary:
* lowest unoccupied orbital energy: 0.01669 Ha
* relative energy (zero: lowest compared OMol25 entry of this formula, charge and spin): 566.11 kJ/mol
* Kohn-Sham gap: 8.6 eV
* HOMO level: -8.1 eV

---

Entry 6:
C3H2ClFS2 | ωB97M-V with the def2-TZVPD basis set

Geometry as ORCA input:
```
! wB97M-V def2-TZVPD RIJCOSX def2/J DEFGRID3
* xyz 0 1
C 1.72971 0.44821 0.06878
C 0.60298 -0.01366 0.71784
C -1.85241 -0.21763 -0.28254
H 0.43473 -1.23855 1.08295
H -1.38401 -0.90643 -1.05529
F 1.68461 1.55250 -0.69026
S -0.83243 0.84583 0.60078
S -3.56859 -0.05084 -0.30585
Cl 3.18542 -0.41943 -0.13640
*
```

Summary:
* lowest unoccupied orbital energy: -0.03675 Ha
* relative energy (zero: lowest compared OMol25 entry of this formula, charge and spin): 130.92 kJ/mol
* Kohn-Sham gap: 7.9 eV
* structure (SMILES): F/C(Cl)=C\SC=S
* HOMO level: -8.9 eV

---

Entry 7:
C3H9N2 | ωB97M-V with the def2-TZVPD basis set

Geometry as ORCA input:
```
! wB97M-V def2-TZVPD RIJCOSX def2/J DEFGRID3
* xyz 1 1
C -1.46987 -0.08963 0.19034
C -0.07664 0.21889 -0.19951
C 1.03009 -0.53014 -0.01165
N 1.15474 -1.89888 0.16456
N 0.20017 1.68199 -0.21670
H -1.65436 -1.15452 -0.03964
H -2.21829 0.55681 -0.35046
H -1.88489 -0.03092 1.24971
H 2.00264 -0.11544 -0.16841
H 0.28800 -2.40514 0.05994
H 2.01257 -2.36734 -0.08029
H 1.08555 1.92087 -0.65662
H 0.06095 2.03092 0.78783
H -0.53068 2.18254 -0.72908
*
```

Summary:
* lowest unoccupied orbital energy: -0.13368 Ha
* relative energy (zero: lowest compared OMol25 entry of this formula, charge and spin): 128.77 kJ/mol
* Kohn-Sham gap: 9.4 eV
* structure (SMILES): C/C([NH3+])=C\N
* HOMO level: -13.0 eV

---

Entry 8:
C24H53N7O11 | ωB97M-V with the def2-TZVPD basis set

Geometry as ORCA input:
```
! wB97M-V def2-TZVPD RIJCOSX def2/J DEFGRID3
* xyz 0 1
C -2.22051 -0.25381 -0.93312
C -1.11628 -0.98780 -1.89220
C -0.73349 -2.52459 -1.48666
N -1.48971 -3.10408 -0.31784
O -0.97269 -2.76490 0.87408
C -1.15241 -3.98860 1.72324
O -2.33732 -4.03750 2.38368
O -0.12483 -5.05645 1.77803
C 0.79504 -4.62041 2.88032
C 1.96429 -3.60178 2.26126
O 2.17806 -2.43617 2.88335
O 2.78247 -3.97394 1.08282
H -2.03313 0.92073 -1.01069
H -3.29091 -0.43127 -1.43057
H -2.19105 -0.56024 0.19563
H -1.53139 -0.97334 -2.98606
H -0.15065 -0.29630 -1.89381
H 0.42065 -2.51407 -1.18061
H -0.84241 -3.18009 -2.46363
H -2.52089 -2.96518 -0.37558
H 0.12125 -3.94928 3.58667
H 1.29367 -5.52268 3.44271
H 3.71440 -4.14755 1.44817
C 1.72256 1.82362 -0.37821
O 1.08915 1.09066 -1.12735
N 2.64576 1.40606 0.55654
C 3.35479 2.33917 1.40699
C 2.91654 -0.01016 0.69400
H 1.59374 2.91781 -0.39913
H 4.42872 2.23478 1.22805
H 3.13111 2.10544 2.45181
H 3.05457 3.36958 1.19754
H 3.27858 -0.39746 -0.26304
H 1.98761 -0.52613 0.95449
H 3.66597 -0.18623 1.47005
C -4.03587 3.88742 -1.66349
O -4.12936 2.93385 -0.90084
N -2.98929 4.78403 -1.69777
C -2.95364 5.88880 -2.63313
C -1.88970 4.61765 -0.76980
H -4.81657 4.10615 -2.40977
H -2.06260 5.79258 -3.26005
H -2.90926 6.82626 -2.07144
H -3.84209 5.89411 -3.27062
H -1.43461 3.63572 -0.93014
H -2.27694 4.66415 0.25239
H -1.13990 5.39959 -0.91573
C 6.51791 -4.54114 2.42748
O 5.29951 -4.63184 2.51087
N 7.35107 -5.47343 1.84687
C 8.78635 -5.29118 1.78831
C 6.77472 -6.67379 1.27691
H 7.05884 -3.66889 2.82854
H 9.09996 -5.28918 0.74051
H 9.26957 -6.11859 2.31576
H 9.08292 -4.34704 2.25348
H 6.06670 -6.39038 0.49244
H 6.23546 -7.21558 2.05964
H 7.55441 -7.31392 0.85592
C 6.34422 3.53574 -0.87873
O 5.12583 3.44505 -0.79534
N 7.17738 2.60346 -1.45934
C 8.61266 2.78570 -1.51790
C 6.60103 1.40309 -2.02930
H 6.88515 4.40800 -0.47768
H 8.92628 2.78771 -2.56570
H 9.09588 1.95829 -0.99045
H 8.90923 3.72984 -1.05273
H 5.89302 1.68650 -2.81377
H 6.06178 0.86131 -1.24657
H 7.38072 0.76297 -2.45029
C -6.18234 -1.96767 5.79652
O -6.81635 -1.21267 6.52293
N -5.47869 -1.59174 4.67226
C -4.75227 -2.54878 3.86413
C -5.46427 -0.19603 4.28535
H -6.12683 -3.04941 5.99911
H -3.69543 -2.26760 3.84774
H -5.15419 -2.52989 2.84707
H -4.84836 -3.55990 4.26927
H -5.04068 0.39515 5.10272
H -6.49197 0.13419 4.10713
H -4.86890 -0.05271 3.37987
C -7.95317 4.94595 -4.64908
O -7.02875 5.48970 -4.05794
N -8.31911 3.62348 -4.51645
C -9.42829 3.05502 -5.25351
C -7.57192 2.77409 -3.61194
H -8.58633 5.49998 -5.36073
H -10.16725 2.67462 -4.54255
H -9.05702 2.23395 -5.87345
H -9.90018 3.80421 -5.89521
H -7.62886 3.19251 -2.60264
H -6.52431 2.75407 -3.92676
H -7.97657 1.75863 -3.61328
*
```

Summary:
* lowest unoccupied orbital energy: 0.00888 Ha
* Kohn-Sham gap: 8.7 eV
* structure (SMILES): CCCNOC(=O)OCC(=O)O.CN(C)C=O.CN(C)C=O.CN(C)C=O.CN(C)C=O.CN(C)C=O.CN(C)C=O
* HOMO level: -8.5 eV